(1)
This record from OMol25 describes C15H22BrCuN3O as an isolated structure at a distorted geometry. The level of theory is ωB97M-V/def2-TZVPD.

<S²>: 0.753
Charge: +4
2S+1: 2
Kohn-Sham gap (alpha / beta), eV: 8.0 / 4.3
HOMO energy (alpha / beta), Ha: -0.7783 / -0.7783
ΔE to the lowest compared entry with this formula, charge and spin, kcal per mole: 0.0

Last column: natural (NBO) charge in e.
CARTESIAN COORDINATES (ANGSTROEM)
Cu 5.122 3.709 -1.199  0.9766
Br 2.648 3.443 -0.228  0.0244
C 0.077 6.271 -1.755  -0.7434
C -0.830 5.315 -2.508  0.7041
O -1.812 5.607 -3.060  -0.3556
N -0.267 3.873 -2.557  -0.5880
H 0.647 3.822 -3.011  0.4411
H -0.051 3.625 -1.590  0.4165
C -1.272 2.864 -3.095  -0.4234
H 0.183 7.199 -2.313  0.3118
H 1.082 5.871 -1.588  0.1946
H -0.311 6.480 -0.756  0.2894
H -0.869 1.874 -2.891  0.2183
H -1.354 2.948 -4.176  0.2720
H -2.230 3.012 -2.608  0.2618
C -4.512 -4.468 0.791  -0.4289
N -3.182 -3.840 0.863  -0.2292
C -2.900 -3.011 1.885  0.1073
C -1.698 -2.370 2.001  -0.2072
C -0.727 -2.640 1.031  0.0144
C -0.985 -3.564 0.041  -0.2042
C -2.256 -4.151 -0.041  0.1341
C 0.657 -2.016 1.083  0.0546
C 1.811 -2.774 1.085  -0.1938
C 3.059 -2.233 1.364  0.1189
N 3.144 -0.868 1.443  -0.2465
C 2.073 -0.072 1.339  0.0689
C 0.800 -0.635 1.233  -0.1941
C 4.463 -0.334 1.903  -0.4017
H -5.189 -3.954 1.471  0.2529
H -4.521 -5.485 1.182  0.2714
H -4.852 -4.361 -0.235  0.2525
H -3.600 -2.826 2.689  0.2696
H -1.653 -1.581 2.739  0.2668
H -0.281 -3.764 -0.754  0.2632
H -2.580 -4.841 -0.810  0.2705
H 1.780 -3.855 1.011  0.2784
H 3.979 -2.792 1.277  0.2749
H 2.203 0.977 1.563  0.2310
H -0.019 0.069 1.187  0.2498
H 4.499 -0.358 2.990  0.2694
H 4.488 0.718 1.621  0.2032
H 5.238 -0.885 1.380  0.2535

(2)
This record from OMol25 describes a 6-piece molecular cluster, C15H22Cl10O4 overall at a distorted geometry. The level of theory is ωB97M-V/def2-TZVPD.

Charge: 0
Kohn-Sham gap, eV: 9.3
HOMO energy, Ha: -0.3623
SMILES: CCOCCOC1=CC(=O)C=CC1=O.ClCCl.ClCCl.ClCCl.ClCCl.ClCCl

Last column: natural (NBO) charge in e.
CARTESIAN COORDINATES (ANGSTROEM)
C -2.833 -0.055 -1.329  -0.6483
C -1.319 0.175 -1.548  -0.0699
O -0.493 -0.167 -0.448  -0.5372
C -0.738 0.690 0.659  -0.0954
C 0.560 1.133 1.362  -0.1015
O 0.227 1.752 2.640  -0.5103
C -0.236 3.012 2.416  0.2655
C -1.521 3.318 2.383  -0.3336
C -1.923 4.757 2.085  0.5234
O -2.872 5.273 2.573  -0.4911
C -1.029 5.479 1.073  -0.2482
C 0.256 5.195 1.137  -0.2525
C 0.728 4.188 2.188  0.4897
O 1.736 4.342 2.789  -0.4782
H -3.358 0.517 -2.115  0.2146
H -3.092 -1.123 -1.394  0.2130
H -3.217 0.321 -0.369  0.2072
H -1.015 -0.497 -2.367  0.2019
H -1.138 1.202 -1.928  0.1584
H -1.450 0.239 1.380  0.1755
H -1.228 1.604 0.269  0.1700
H 1.298 0.326 1.489  0.2226
H 0.988 1.954 0.749  0.1750
H -2.264 2.532 2.544  0.2415
H -1.481 6.168 0.358  0.2350
H 0.983 5.647 0.458  0.2330
Cl -0.954 -2.967 -3.074  -0.0359
C 0.625 -3.626 -2.621  -0.3956
Cl 1.942 -2.708 -3.358  -0.0161
H 0.725 -3.579 -1.541  0.2355
H 0.684 -4.656 -2.957  0.2199
Cl 4.082 1.605 -0.262  -0.0129
C 3.549 3.082 -1.064  -0.3955
Cl 1.838 2.991 -1.506  -0.0284
H 3.694 3.919 -0.389  0.2253
H 4.137 3.225 -1.964  0.2257
Cl 2.243 -1.674 1.202  -0.0114
C 1.765 -3.009 2.259  -0.3978
Cl 0.598 -4.074 1.465  -0.0383
H 2.648 -3.586 2.517  0.2275
H 1.315 -2.601 3.155  0.2320
Cl 0.944 -3.216 5.630  -0.0251
C 0.083 -4.715 5.253  -0.3987
Cl 1.144 -5.916 4.505  -0.0202
H -0.309 -5.127 6.177  0.2271
H -0.731 -4.492 4.570  0.2269
Cl -2.677 -2.827 -7.360  -0.0276
C -1.098 -3.492 -6.922  -0.3986
Cl 0.219 -2.571 -7.658  -0.0246
H -0.991 -3.453 -5.844  0.2276
H -1.043 -4.519 -7.267  0.2189

(3)
This record from OMol25 describes a 2-piece molecular cluster, C15H22ClN2 overall at a distorted geometry. The level of theory is ωB97M-V/def2-TZVPD.

Charge: +1
Kohn-Sham gap, eV: 6.4
HOMO energy, Ha: -0.3955

Last column: natural (NBO) charge in e.
CARTESIAN COORDINATES (ANGSTROEM)
C -2.209 0.691 1.008  -0.4184
N -0.935 -0.003 1.194  -0.3305
C -0.906 -1.445 0.889  -0.4295
C 0.176 0.646 1.473  0.1835
Cl 1.675 0.095 0.831  0.1119
H -2.994 -0.074 0.955  0.2352
H -2.403 1.378 1.843  0.2371
H -2.221 1.268 0.069  0.2342
H -1.944 -1.781 0.858  0.2319
H -0.430 -1.632 -0.083  0.2369
H -0.352 -1.983 1.671  0.2401
H 0.123 1.705 1.741  0.2599
C 2.853 3.024 2.970  -0.4047
N 1.799 3.323 3.933  -0.4138
C 0.993 2.330 4.354  0.3067
C 0.962 1.019 3.927  -0.3985
C 0.165 0.170 4.852  -0.4220
C -0.651 1.199 5.691  -0.3928
C 0.005 2.573 5.475  -0.4620
C 1.717 4.667 4.442  0.1148
C 0.753 5.549 3.938  -0.2259
C 0.689 6.860 4.412  -0.1975
C 1.581 7.291 5.402  -0.1935
C 2.552 6.411 5.901  -0.2102
C 2.638 5.113 5.399  -0.1765
H 3.340 3.968 2.700  0.2343
H 3.606 2.346 3.401  0.2118
H 2.441 2.556 2.065  0.1867
H 1.702 0.583 3.270  0.2169
H -0.466 -0.587 4.370  0.1962
H 0.840 -0.376 5.533  0.2120
H -1.691 1.231 5.343  0.2035
H -0.663 0.917 6.750  0.2264
H 0.520 2.913 6.386  0.2389
H -0.736 3.341 5.218  0.2341
H 0.068 5.188 3.169  0.2152
H -0.058 7.542 4.006  0.2281
H 1.522 8.309 5.780  0.2298
H 3.244 6.738 6.677  0.2303
H 3.403 4.419 5.757  0.2193

(4)
This record from OMol25 describes a single C15H22ClN2O3PSSi molecule at a distorted geometry. The level of theory is ωB97M-V/def2-TZVPD.

Charge: 0
Kohn-Sham gap, eV: 7.6
HOMO energy, Ha: -0.3102
SMILES: C[Si](C)(C)OCCc1nc2ccc(CCO)c(P(O)Cl)c2nc1S

Last column: natural (NBO) charge in e.
CARTESIAN COORDINATES (ANGSTROEM)
C -2.387 -3.269 -0.095  -1.1375
Si -3.038 -1.464 -0.430  1.8722
C -4.930 -1.572 -0.707  -1.1649
C -2.682 -0.505 1.224  -1.1512
O -2.132 -0.862 -1.782  -0.8848
C -2.931 0.063 -2.601  -0.0775
C -1.907 1.198 -3.123  -0.4717
C -0.664 1.198 -2.078  0.2207
N 0.491 0.471 -2.483  -0.3618
C 1.452 0.548 -1.415  0.0786
C 2.811 -0.245 -1.637  -0.1594
C 3.948 -0.317 -0.594  -0.2506
C 3.745 0.441 0.760  0.0869
C 4.930 0.336 1.864  -0.4831
C 4.488 -0.904 2.842  -0.0702
O 3.384 -1.668 2.236  -0.7328
C 2.456 1.258 1.026  -0.4519
P 2.361 2.175 2.681  1.0866
O 2.776 3.815 2.261  -0.9769
Cl 0.401 2.189 3.464  -0.2992
C 1.307 1.292 -0.068  0.2394
N 0.129 2.048 0.259  -0.4405
C -0.869 1.990 -0.752  0.0559
S -2.457 2.898 -0.375  0.0140
H -3.254 -4.003 0.014  0.2369
H -1.790 -3.279 0.893  0.2389
H -1.653 -3.514 -0.936  0.2477
H -5.309 -2.517 -0.155  0.2516
H -5.265 -1.554 -1.798  0.2467
H -5.445 -0.687 -0.162  0.2417
H -1.742 0.142 1.168  0.2527
H -2.490 -1.277 2.065  0.2437
H -3.592 0.109 1.577  0.2392
H -3.760 0.582 -2.010  0.1830
H -3.320 -0.515 -3.525  0.1969
H -2.365 2.232 -3.266  0.2173
H -1.487 0.871 -4.136  0.2392
H 2.974 -0.810 -2.626  0.2337
H 4.881 -0.910 -0.864  0.2337
H 5.065 1.303 2.450  0.2480
H 5.859 -0.028 1.311  0.2194
H 5.342 -1.672 2.972  0.1737
H 4.118 -0.554 3.862  0.1973
H 3.745 -2.517 1.881  0.4729
H 1.971 4.389 2.355  0.4972
H -3.169 3.098 -1.548  0.1482

What did the second record say?
This record from OMol25 describes a 6-piece molecular cluster, C15H22Cl10O4 overall at a distorted geometry. The level of theory is ωB97M-V/def2-TZVPD.

Charge: 0
Kohn-Sham gap, eV: 9.3
HOMO energy, Ha: -0.3623
SMILES: CCOCCOC1=CC(=O)C=CC1=O.ClCCl.ClCCl.ClCCl.ClCCl.ClCCl

Last column: natural (NBO) charge in e.
CARTESIAN COORDINATES (ANGSTROEM)
C -2.833 -0.055 -1.329  -0.6483
C -1.319 0.175 -1.548  -0.0699
O -0.493 -0.167 -0.448  -0.5372
C -0.738 0.690 0.659  -0.0954
C 0.560 1.133 1.362  -0.1015
O 0.227 1.752 2.640  -0.5103
C -0.236 3.012 2.416  0.2655
C -1.521 3.318 2.383  -0.3336
C -1.923 4.757 2.085  0.5234
O -2.872 5.273 2.573  -0.4911
C -1.029 5.479 1.073  -0.2482
C 0.256 5.195 1.137  -0.2525
C 0.728 4.188 2.188  0.4897
O 1.736 4.342 2.789  -0.4782
H -3.358 0.517 -2.115  0.2146
H -3.092 -1.123 -1.394  0.2130
H -3.217 0.321 -0.369  0.2072
H -1.015 -0.497 -2.367  0.2019
H -1.138 1.202 -1.928  0.1584
H -1.450 0.239 1.380  0.1755
H -1.228 1.604 0.269  0.1700
H 1.298 0.326 1.489  0.2226
H 0.988 1.954 0.749  0.1750
H -2.264 2.532 2.544  0.2415
H -1.481 6.168 0.358  0.2350
H 0.983 5.647 0.458  0.2330
Cl -0.954 -2.967 -3.074  -0.0359
C 0.625 -3.626 -2.621  -0.3956
Cl 1.942 -2.708 -3.358  -0.0161
H 0.725 -3.579 -1.541  0.2355
H 0.684 -4.656 -2.957  0.2199
Cl 4.082 1.605 -0.262  -0.0129
C 3.549 3.082 -1.064  -0.3955
Cl 1.838 2.991 -1.506  -0.0284
H 3.694 3.919 -0.389  0.2253
H 4.137 3.225 -1.964  0.2257
Cl 2.243 -1.674 1.202  -0.0114
C 1.765 -3.009 2.259  -0.3978
Cl 0.598 -4.074 1.465  -0.0383
H 2.648 -3.586 2.517  0.2275
H 1.315 -2.601 3.155  0.2320
Cl 0.944 -3.216 5.630  -0.0251
C 0.083 -4.715 5.253  -0.3987
Cl 1.144 -5.916 4.505  -0.0202
H -0.309 -5.127 6.177  0.2271
H -0.731 -4.492 4.570  0.2269
Cl -2.677 -2.827 -7.360  -0.0276
C -1.098 -3.492 -6.922  -0.3986
Cl 0.219 -2.571 -7.658  -0.0246
H -0.991 -3.453 -5.844  0.2276
H -1.043 -4.519 -7.267  0.2189